{"formula": "C42H103N4O24P5", "method": "wB97M-V/def2-TZVPD", "elements": ["C", "O", "N", "C", "C", "H", "H", "H", "H", "H", "H", "H", "C", "O", "N", "C", "C", "H", "H", "H", "H", "H", "H", "H", "C", "O", "N", "C", "C", "H", "H", "H", "H", "H", "H", "H", "C", "O", "N", "C", "C", "H", "H", "H", "H", "H", "H", "H", "C", "C", "O", "P", "O", "O", "C", "C", "O", "C", "C", "H", "H", "H", "H", "H", "H", "H", "H", "H", "H", "H", "H", "H", "H", "H", "C", "C", "O", "P", "O", "O", "C", "C", "O", "C", "C", "H", "H", "H", "H", "H", "H", "H", "H", "H", "H", "H", "H", "H", "H", "H", "C", "C", "O", "P", "O", "O", "C", "C", "O", "C", "C", "H", "H", "H", "H", "H", "H", "H", "H", "H", "H", "H", "H", "H", "H", "H", "C", "C", "O", "P", "O", "O", "C", "C", "O", "C", "C", "H", "H", "H", "H", "H", "H", "H", "H", "H", "H", "H", "H", "H", "H", "H", "C", "C", "O", "P", "O", "O", "C", "C", "O", "C", "C", "H", "H", "H", "H", "H", "H", "H", "H", "H", "H", "H", "H", "H", "H", "H"], "xyz": [[14.95816, -14.15957, -29.64911], [14.82133, -15.13192, -30.39070], [15.64825, -13.01975, -29.99528], [15.68079, -11.89064, -29.15061], [15.87795, -12.88681, -31.43503], [14.71583, -14.23378, -28.57767], [16.70188, -11.62363, -28.87824], [15.08007, -12.06431, -28.25783], [15.20951, -11.00408, -29.57490], [16.76675, -12.26373, -31.53451], [16.20231, -13.82865, -31.87753], [14.89945, -12.56349, -31.79015], [13.40501, -17.87053, -30.24074], [12.49946, -18.42988, -30.75087], [13.36014, -16.99945, -29.22817], [14.59975, -16.63386, -28.44109], [12.17910, -16.64165, -28.53120], [14.46931, -17.81457, -30.51705], [14.88415, -17.40052, -27.72037], [14.41373, -15.65814, -27.99224], [15.46655, -16.53422, -29.09442], [12.00250, -17.35554, -27.72666], [12.36810, -15.73266, -27.96013], [11.24849, -16.69172, -29.09647], [12.40194, -13.53213, -29.03521], [13.59863, -13.83075, -28.62422], [11.41837, -13.05318, -28.20767], [10.10972, -12.59344, -28.71667], [11.44721, -13.13817, -26.73280], [11.99695, -13.49686, -30.05841], [9.43203, -13.40412, -28.44903], [10.03047, -12.72152, -29.79623], [9.86878, -11.59157, -28.36126], [10.82290, -13.94003, -26.33864], [12.44939, -13.40297, -26.39575], [11.16518, -12.17238, -26.31349], [13.33148, -7.60713, -29.28873], [12.58470, -7.05150, -30.10165], [14.40659, -8.27174, -29.58187], [14.92803, -8.47566, -30.92746], [15.29021, -8.78323, -28.53751], [13.34800, -7.72950, -28.19468], [15.50843, -7.57339, -31.12018], [14.11437, -8.57875, -31.64539], [15.60540, -9.32331, -31.03115], [15.94600, -9.61264, -28.80231], [16.03108, -8.13715, -28.06656], [14.49183, -9.18338, -27.91256], [12.20637, -15.40555, -31.30412], [13.19154, -14.32016, -31.48938], [12.62755, -13.29562, -32.30541], [11.73053, -12.14282, -31.75060], [10.65852, -12.61971, -30.79628], [11.11164, -11.45455, -33.06931], [10.09319, -12.15032, -33.69770], [10.79115, -12.90214, -34.82908], [12.81660, -11.10085, -31.14958], [12.53049, -9.96378, -30.34407], [13.00389, -10.07624, -28.82371], [11.29844, -14.93874, -30.92224], [12.10236, -15.90222, -32.26880], [12.56087, -16.12708, -30.56805], [13.52766, -14.01171, -30.49945], [14.11978, -14.69008, -31.92486], [9.55963, -12.89975, -33.11310], [9.33927, -11.47753, -34.10644], [9.97476, -13.24801, -35.46308], [11.28950, -12.16515, -35.45882], [11.55808, -13.64152, -34.59835], [13.09078, -9.09189, -30.68170], [11.47199, -9.70446, -30.36428], [14.05380, -10.36623, -28.78211], [12.88859, -9.11278, -28.32718], [12.44409, -10.77111, -28.19771], [12.76539, -11.14829, -26.86119], [14.19753, -11.73375, -26.69866], [14.90660, -10.98436, -25.82951], [14.66914, -10.95253, -24.21751], [13.77757, -9.85735, -23.90635], [14.13043, -12.46442, -23.81672], [13.73577, -12.98671, -22.50439], [14.88975, -13.22952, -21.52193], [16.13431, -10.94585, -23.42775], [17.34947, -10.67309, -24.15431], [17.98766, -12.14949, -24.41999], [12.05397, -11.41308, -26.07897], [12.87246, -10.06405, -26.89380], [12.22699, -11.44995, -27.75964], [14.06686, -12.74249, -26.30691], [14.70349, -11.91901, -27.64617], [12.96519, -12.33484, -22.09284], [13.25739, -13.91693, -22.81092], [15.71458, -13.69234, -22.06372], [15.28396, -12.24102, -21.28617], [14.76297, -13.87193, -20.65053], [17.16927, -10.30303, -25.16361], [18.00416, -10.12113, -23.47989], [18.84619, -12.01304, -25.07757], [18.26940, -12.56634, -23.45306], [17.34940, -12.76120, -25.05760], [19.06767, -15.26745, -37.15505], [17.92209, -14.91444, -36.20151], [17.05674, -13.98369, -36.75755], [17.08469, -12.40170, -36.34364], [16.11502, -11.56499, -37.06134], [16.99505, -12.37857, -34.72197], [15.90445, -12.75926, -33.91702], [14.80652, -11.68301, -33.80024], [18.64778, -12.05585, -36.69145], [19.28306, -10.72839, -36.45304], [19.61728, -10.48950, -34.93107], [18.50157, -15.56614, -38.03733], [19.78212, -14.46487, -37.33819], [19.75566, -16.07828, -36.91560], [17.35230, -15.81240, -35.96259], [18.38144, -14.45937, -35.32400], [15.42246, -13.61752, -34.38517], [16.26790, -13.13533, -32.96068], [14.54588, -11.50045, -34.84275], [14.01989, -12.06229, -33.14795], [15.16147, -10.69336, -33.51267], [20.21321, -10.68940, -37.01998], [18.65715, -9.91337, -36.81648], [20.42192, -9.76124, -34.82971], [18.72872, -10.49030, -34.29974], [20.27660, -11.25840, -34.52833], [17.63644, -18.87644, -36.13081], [17.52732, -17.48922, -35.46256], [17.34280, -17.56495, -34.13573], [16.76683, -16.19957, -33.44928], [17.08879, -14.95751, -34.18532], [15.15738, -16.40747, -33.28792], [14.12824, -15.40506, -33.13157], [13.41894, -15.26176, -34.53014], [17.25864, -16.34803, -31.92868], [16.89968, -15.33826, -30.97807], [17.16990, -15.95628, -29.56864], [17.93360, -18.68912, -37.16266], [18.36364, -19.58470, -35.73378], [16.59928, -19.20379, -36.05831], [18.50551, -17.07087, -35.69967], [16.72310, -16.93150, -35.94242], [13.42754, -15.72583, -32.36072], [14.43625, -14.43708, -32.73631], [12.61437, -14.53413, -34.42367], [14.08372, -14.83918, -35.28353], [12.97351, -16.19341, -34.87900], [17.42963, -14.38768, -31.03826], [15.82516, -15.15735, -30.95002], [18.20105, -16.30405, -29.50633], [16.88101, -15.21837, -28.82022], [16.61643, -16.88167, -29.40925], [13.47557, -15.46081, -25.51371], [14.70627, -14.71189, -25.09696], [15.29108, -14.36062, -26.36267], [16.54269, -15.31553, -26.92362], [16.20320, -16.67406, -27.44086], [17.67271, -15.19931, -25.73124], [18.03211, -16.28529, -24.90029], [18.70155, -15.79918, -23.63285], [17.24316, -14.27105, -28.01626], [17.78922, -12.98066, -27.55814], [18.51582, -12.11196, -28.66403], [12.86978, -15.76679, -24.66077], [12.89789, -14.88006, -26.23282], [13.86765, -16.31398, -26.06730], [14.60068, -13.78207, -24.53805], [15.40110, -15.37361, -24.57980], [17.15107, -16.88440, -24.67019], [18.65356, -16.97469, -25.47178], [19.48291, -15.04160, -23.69322], [17.92212, -15.47722, -22.94224], [19.15874, -16.67482, -23.17206], [17.08765, -12.26318, -27.13256], [18.59719, -13.22734, -26.86935], [19.49253, -12.57401, -28.80782], [17.95304, -11.90051, -29.57324], [18.64942, -11.10181, -28.27692]], "forces_ev_per_angstrom": [[6.0836, -0.3113, 2.6921], [-4.3346, -0.6423, 2.8455], [-0.6072, -1.8572, -1.4174], [0.5298, 0.3854, -1.4544], [-0.9796, 0.8949, 2.7800], [7.2381, -2.0181, -0.4558], [-1.4279, 0.3546, 0.0451], [4.8363, -1.9300, -7.2565], [0.2139, -0.6349, -0.7737], [-0.4288, 0.6646, -0.3488], [-0.9170, 0.4438, 1.2121], [0.9981, 0.5802, -0.4415], [3.1100, 1.5742, 1.7787], [-2.2744, -1.5771, -1.4945], [0.4052, 0.4805, 1.8628], [-3.9789, -1.8444, -2.7714], [-0.8818, -1.1389, 1.5032], [0.2007, -1.0212, -0.9563], [-2.8091, -0.6464, -0.7056], [-0.4959, -1.1335, -0.0582], [-2.7027, -0.4181, -0.0773], [-0.1069, -0.4269, 0.3113], [-0.4606, 0.1993, -0.6413], [0.2310, 0.4528, -0.3072], [-2.6436, 2.0598, 3.6764], [-12.9900, 4.0040, 0.7851], [0.7967, -1.3870, -0.5265], [-1.4675, -1.7836, 3.4590], [-0.5559, -1.8670, -0.3896], [0.9788, -0.4469, 1.5870], [-0.6589, 0.4759, 1.1998], [-1.1879, 0.6658, 2.9080], [-0.0856, -0.2069, 0.2954], [-0.4486, -0.1195, -0.5014], [-0.4861, 0.6598, -0.1770], [-1.5354, -1.9832, -0.3230], [-0.5964, 2.6147, -0.5009], [0.5805, -0.7079, 1.6071], [5.7314, -0.8724, -2.0085], [0.3414, 1.5379, -0.4629], [-0.2496, 0.4508, 0.9250], [-1.3881, 1.8758, 0.3872], [0.1077, -0.0255, -0.6994], [0.5892, 0.3961, -0.2694], [-0.2833, -0.1653, 0.3978], [-0.5887, 0.1480, -0.6589], [-0.6405, 0.9248, 0.0470], [1.7970, 0.5260, 1.6346], [-1.4231, 0.3077, 0.5667], [-2.3777, 2.8164, 5.1382], [-0.7170, 1.2993, -0.7321], [-0.4408, 1.2974, -0.7677], [3.8332, 1.3060, -8.5628], [1.5929, 0.9615, 3.2202], [-0.2243, -2.0665, -2.0570], [-1.0354, 1.0313, -1.2752], [-0.9307, -1.6884, -0.7291], [-0.1899, 1.2537, 2.2209], [-1.6612, -0.3081, -5.6617], [-0.5329, -0.5743, -0.3709], [-1.6051, -0.1709, 0.3775], [-0.2185, 0.9583, -0.9189], [-1.9556, 1.3531, -2.4304], [-3.1881, 2.5343, 5.4267], [0.1341, 0.3074, 0.7396], [0.2604, 0.2826, 0.1348], [0.2284, -0.7973, -0.1501], [0.1741, 0.1664, 0.0201], [-1.1664, 0.3786, 0.3174], [-1.5654, -1.5486, -0.8979], [-0.1116, -0.2087, -0.1391], [-1.5314, -0.2388, -0.2494], [-0.8248, -1.3233, -0.3533], [0.9682, 4.6125, -6.1092], [1.1741, 0.3329, 5.0439], [-4.8181, -2.1947, 0.7763], [2.7244, 1.1057, 3.1038], [0.9586, -1.4164, 0.8031], [-0.3705, 0.4826, 0.6915], [0.5061, 3.0231, 0.3445], [-0.4175, -0.3922, 0.0671], [0.8612, 0.7786, -1.3745], [-2.1722, 0.6486, -1.7907], [0.7026, -3.7281, -0.4217], [-0.1691, 2.4360, -0.0652], [2.3341, 1.7271, 1.0976], [-0.1221, -0.4728, 1.1301], [-0.4896, -4.1171, 4.2266], [0.2010, 0.3156, -0.1095], [-4.2837, 2.2819, 7.4740], [0.1038, 0.0665, -0.0238], [-0.0614, -0.0863, 0.2527], [0.0309, -0.1668, -0.2620], [0.0045, -0.1078, 0.6271], [-0.7930, 0.3593, -0.0521], [-0.0357, 0.8186, 0.4347], [-0.1913, 0.3323, -0.4817], [0.5079, 0.0638, 0.4048], [-0.1048, -0.3337, -0.2978], [-0.4500, -0.0491, 0.8103], [-0.4924, 0.0401, -1.0205], [3.4551, 0.1736, -0.3483], [-1.4124, 3.0622, -0.7572], [1.0699, -1.2075, 0.0249], [0.1162, -0.4280, 0.4334], [1.4243, 0.9405, -1.6182], [-1.5675, 0.1092, -0.9984], [1.1994, 0.0891, -1.2105], [-0.4832, 1.0192, 0.9497], [-0.2523, -0.5178, 1.6132], [0.8029, -1.3035, -1.1638], [0.6827, 0.0634, -0.7723], [-0.5593, 0.4474, -0.2811], [-0.5005, -0.3719, 0.5974], [1.0152, 2.8936, -0.9411], [0.1454, -0.4101, -0.5259], [0.0562, 0.2218, -0.0120], [0.4390, 0.9156, -3.1279], [-0.8864, -0.1541, 0.0014], [0.0690, 0.5743, -0.9195], [0.2272, -0.0713, 0.7000], [-0.1735, -0.4768, -0.1134], [-0.3073, -0.2763, -0.0651], [-0.9841, 1.3456, -0.0462], [0.2459, 0.7211, -0.0317], [-0.5198, -1.1377, -0.2920], [-1.1637, 0.7972, 0.2355], [2.0619, -2.6040, -3.1648], [-1.4555, 1.1539, 4.3237], [-1.2474, -0.1315, 1.9454], [-1.2541, -1.7668, 3.6338], [1.4873, -0.6546, -0.4399], [1.8122, -3.7366, -7.1082], [0.0701, 0.5735, 1.2108], [1.1112, -0.5451, -2.5398], [4.3404, -2.0798, 1.5558], [0.4179, -1.5073, -3.6427], [-0.3155, -0.0924, -0.1513], [-0.2071, 0.2328, 0.4846], [0.2290, -1.0222, -0.4016], [-0.2613, 0.4990, 0.3524], [-0.3132, -1.1117, -0.1356], [2.0850, -2.3824, -2.6918], [2.9703, -0.0407, -5.0723], [0.5030, -0.5701, 0.0642], [0.2119, -0.2610, 0.0116], [0.2393, -0.1494, 0.1661], [1.3127, -0.7089, -0.3719], [3.0599, -0.7683, -2.5366], [0.4309, 0.5328, 0.3485], [0.1219, -2.7075, -4.1239], [1.1017, -0.0400, -1.1680], [0.0164, -0.4455, 0.3496], [0.2859, -0.8200, -0.2898], [3.3410, -1.2035, -1.3767], [1.1067, 1.5646, 1.9216], [6.8013, 3.2357, 6.4964], [-1.5314, 0.5528, -1.3388], [0.3615, -0.8395, -0.1670], [-0.4010, -0.5968, 0.4723], [0.5755, 4.2354, 4.9813], [1.3271, 0.8405, -0.5460], [0.3228, -1.3381, 0.4677], [-0.1556, -0.1217, -0.1051], [0.2051, -0.4901, 0.5114], [-0.5303, -0.3357, 0.2640], [0.0507, -1.1197, -0.6521], [-0.0192, -0.0742, 0.3335], [-0.1461, 0.0730, 0.2853], [0.3375, 0.1626, -0.0483], [-0.2114, 0.0271, -0.5232], [0.1189, 0.3300, 0.0971], [0.0554, -0.0565, 0.0975], [-0.4619, -0.9308, 0.5388], [-0.3916, 0.0878, 0.2385], [-0.0286, 0.2630, -0.5908], [0.9018, -0.9656, -0.2834], [0.2310, -0.0584, 0.5776]], "mulliken_charge": [-1.572, 1.361, 2.360, -0.645, -0.427, -0.121, -0.590, -0.821, 0.232, 0.637, -0.493, -0.719, 0.304, -0.642, -0.059, -0.040, -0.971, 0.196, 0.667, -1.308, -1.090, 0.328, 0.203, 0.539, 0.953, 0.821, 0.186, -0.947, -0.892, -0.875, 0.408, 0.199, 0.207, 0.052, -0.113, 0.662, 0.565, -0.643, 0.024, -1.075, -0.407, 0.341, 0.504, 0.333, 0.278, -0.044, 0.459, 0.380, 0.076, 0.782, 0.856, 0.250, -0.698, -0.462, -0.242, -0.855, 0.262, -1.432, 0.945, 0.372, 0.514, -1.470, 0.500, -0.201, 0.155, 0.448, 0.490, 0.322, 0.169, -0.480, 0.488, -1.145, 1.365, -0.754, -1.967, 1.041, -0.094, 0.576, -0.786, -0.264, -0.500, -0.899, -0.329, -0.342, -0.507, 0.760, 0.423, 0.237, -0.236, -0.167, 0.463, 0.276, 0.053, 0.315, 0.424, 0.092, 0.406, 0.487, 0.463, -0.473, -1.739, 0.840, -0.476, 0.733, -0.877, -0.001, 0.694, -1.171, -0.321, -0.332, -0.962, 0.411, 0.299, 0.455, -0.789, 0.401, -0.743, 0.267, 0.897, 0.216, -0.030, 0.335, 0.293, 0.454, 0.140, 0.294, -1.721, 0.140, -0.463, -0.080, 0.385, -0.464, 1.857, -1.234, -0.728, 1.313, -1.532, 0.387, 0.327, 0.407, 0.320, 0.617, -0.479, 0.822, -0.680, 0.224, 0.536, 0.271, -1.363, 0.571, -0.192, 0.665, -1.091, -0.616, 1.961, 0.107, -0.603, 0.127, -0.289, -1.245, 0.127, 0.384, -2.039, 0.513, 0.406, 0.355, -0.276, 0.838, 0.391, 0.388, 0.246, 0.215, 0.460, -0.420, 0.995, 0.514, 0.522, 0.417], "gap_ev": 7.48, "charge": 0, "homo_ev": -7.4, "energy_ha": -5392.3801, "lumo_energy_ev": 0.07}

***

{"formula": "C7H12N3OS", "method": "wB97M-V/def2-TZVPD", "elements": ["C", "C", "C", "C", "C", "C", "C", "N", "N", "N", "O", "S", "H", "H", "H", "H", "H", "H", "H", "H", "H", "H", "H", "H"], "xyz": [[1.49168, -2.58647, -1.64704], [0.77304, -1.00066, -0.32043], [-1.49590, -0.20201, 1.28086], [-1.99084, -0.00192, -0.19079], [-0.18528, 0.55208, 1.42204], [0.29314, 0.45365, -0.00438], [1.54137, 1.34666, -0.37410], [1.12645, -1.24953, -1.55931], [1.39756, -3.28502, -0.51381], [-0.90756, 0.84607, -0.75167], [-0.42993, 1.81735, 1.78563], [0.99511, -2.36734, 0.72501], [1.77874, -3.12658, -2.57736], [-2.19275, 0.38005, 1.88470], [-1.54676, -1.18960, 1.52250], [-1.99506, -0.90481, -0.74039], [-2.89686, 0.40209, -0.20838], [0.46074, 0.00926, 2.07250], [1.46186, 2.20489, 0.35210], [1.31926, 1.89232, -1.34359], [2.50719, 0.94009, -0.41456], [-0.90223, 0.77536, -1.74621], [-1.02123, 1.93047, -0.53586], [0.41828, 2.36360, 1.88253]], "forces_ev_per_angstrom": [[-0.6466, -0.4855, 1.2182], [-0.5024, 1.0020, -0.4752], [-1.9881, 3.4783, -0.6817], [3.8033, -1.2239, 1.8478], [-0.0459, -2.6407, -1.3145], [4.4732, -1.4179, -0.7307], [-3.6368, 3.0980, -0.0872], [-0.1465, -1.1966, 0.1812], [1.1900, -0.4543, -1.9080], [-0.9383, 2.9728, 0.6453], [0.9335, 3.6533, 0.9184], [-0.7610, 1.1980, -0.3135], [-0.2597, 0.8832, 0.7955], [-0.1461, -0.4591, 0.3746], [0.2896, -2.5929, 0.9622], [0.1101, -0.9722, -0.6228], [-3.6443, 2.0927, -0.4209], [0.8412, -0.2607, 0.6747], [0.7831, -0.7063, -0.6285], [0.4994, -0.9085, 0.7791], [0.9448, -0.9206, 0.1701], [0.6981, -0.2663, -1.0941], [-0.0838, -2.6202, -0.2953], [-1.7668, -1.2527, 0.0054]], "mulliken_charge": [-0.166, -0.635, -0.865, -0.731, -0.423, 1.510, -1.196, -0.496, -0.361, -0.240, -0.561, 0.229, 0.394, 0.486, 0.412, 0.354, 0.510, 0.542, 0.295, 0.310, 0.386, 0.366, 0.480, 0.402], "gap_ev": 10.35, "charge": 1, "homo_ev": -13.6, "energy_ha": -911.3417, "lumo_energy_ev": -3.25}